Below is the molecule C5H10O2, with properties calculated with ωB97M-V with the def2-TZVPD basis set.

- Relative energy (zero: lowest compared OMol25 entry of this formula, charge and spin): 407.9 kJ/mol
- E_HOMO: -8.67 eV
- Orbital gap: 9.09 eV
- LUMO level: 0.418 eV
- Charge: 0
- Multiplicity: 1
- E_tot: -346.8701 a.u.

Geometry as XYZ:
```
17
Properties=species:S:1:pos:R:3:forces:R:3
C 1.6188 0.2857 -0.6799 0.0527 0.0440 0.0186
C 0.6298 -0.8203 -0.3136 0.1584 0.1114 -0.2174
O 0.9354 -1.8867 0.3051 -0.0512 0.0276 0.0081
C -0.7711 -0.1280 0.5200 -0.1790 0.2493 -0.0788
C -0.7030 1.3096 0.9641 0.0268 0.0342 -0.0160
C -1.1677 -0.4981 -0.7961 -0.1620 0.0040 0.1108
O -0.9889 -1.0055 1.5361 0.0539 -0.0608 0.0192
H 1.2663 0.8975 -1.5170 -0.0009 -0.0644 0.1763
H 2.5420 -0.2163 -0.9811 -0.1274 0.0860 0.0081
H 1.8395 0.9360 0.1708 -0.0286 -0.1446 -0.0614
H 0.1094 1.4442 1.6860 -0.0870 -0.0344 -0.1255
H -1.6382 1.5519 1.4803 0.1318 -0.0107 -0.0818
H -0.5696 2.0132 0.1369 -0.0044 -0.1349 0.0807
H -1.6861 -1.4420 -0.9454 0.0992 0.1024 0.0294
H 0.1445 -1.0415 -1.4000 0.1192 -0.0492 0.0036
H -1.2624 0.2626 -1.5692 0.0465 -0.1320 0.1370
H -0.2198 -1.6542 1.4314 -0.0481 -0.0281 -0.0107
```
Positions in Å, forces in eV/Å.

Want to see where the charge sits? The Löwdin charges in e are:
1 C -0.012
2 C -0.524
3 O -0.081
4 C -0.516
5 C -0.015
6 C 0.095
7 O 0.005
8 H 0.088
9 H 0.092
10 H 0.080
11 H 0.092
12 H 0.092
13 H 0.086
14 H 0.136
15 H 0.166
16 H 0.125
17 H 0.093